136
Properties=species:S:1:pos:R:3:forces:R:3 method="wB97M-V/def2-TZVPD" e_lumo_ev=2.3 multiplicity=1 e_above_lowest_ev=0.000 total_energy_ev=-97184.8264 charge=-1 e_homo_ev=-6.87
H -0.24481 -5.39589 -3.69507 -0.047 0.125 0.118
C -5.54931 0.99655 -1.03395 0.041 -0.655 0.260
C -1.65371 0.44040 4.36009 -0.127 0.412 0.413
H -3.72480 2.71045 -0.23700 -0.352 0.076 -0.362
H -3.98154 2.71497 -3.75319 -0.034 -0.098 -0.078
O -4.47502 1.52027 -1.77425 -0.285 0.136 -0.081
H -1.75094 1.65694 -2.32106 -0.173 -0.156 0.164
N 2.22091 3.65507 -2.91575 -0.418 -0.420 -0.091
F 1.43774 0.92323 -0.49129 -0.104 -0.016 0.342
C -7.78157 -0.88870 -0.60250 -0.404 -0.526 0.257
C 4.20672 -0.11628 0.95067 -0.222 -0.873 -0.607
C -2.75997 -4.01190 -3.04702 0.061 -0.014 0.116
H -0.38238 -2.86734 -3.38534 -0.053 -0.560 -0.049
H -0.86592 -5.21140 6.55815 0.031 -0.080 -0.006
H 3.96373 -2.43369 2.18295 -0.003 0.053 0.004
H 5.21512 3.17873 -0.94430 0.027 -0.061 0.025
N 1.44572 4.31878 1.02068 -0.346 -0.070 -0.248
H 3.78453 4.70441 -3.77052 -0.098 0.003 -0.252
H 0.42837 -4.36067 7.47936 0.014 -0.181 -0.226
H -5.18374 0.09831 -0.51173 -0.124 0.043 0.029
O -3.26954 -0.39162 2.80869 -0.004 0.155 0.002
H 6.28848 4.74440 -2.09482 0.060 0.028 0.061
H -1.26358 -0.88771 2.77344 0.023 0.138 -0.258
H -2.19831 -5.14402 2.60132 0.033 -0.077 -0.006
H 0.23333 -1.45875 4.40352 0.003 0.006 0.070
H 6.74745 2.32261 -1.01879 -0.038 -0.191 0.171
N 1.20459 -4.17450 -2.84613 0.289 0.494 0.166
H 3.12949 3.10059 1.13493 0.098 -0.178 -0.218
H 1.25783 -6.22931 -3.37854 0.210 0.138 0.196
C 6.71974 3.88596 0.45129 -0.423 0.023 0.704
F 1.87297 -1.21509 -1.08539 -0.100 -0.101 0.019
H -7.21551 -0.75904 0.32560 0.137 0.090 -0.108
C -1.23439 -4.72891 2.88647 -0.304 0.038 -0.038
H -3.11259 4.15135 -4.36463 -0.117 -0.007 0.074
H 2.71114 -3.03097 -2.04349 -0.131 0.133 0.002
H 0.63692 -2.83090 2.55762 -0.204 0.203 -0.358
H 3.66074 -1.06182 3.27611 0.014 -0.006 -0.021
P 0.55613 -0.45967 -0.51757 0.955 0.587 -0.936
C -3.61479 -2.11134 -4.28978 0.727 0.808 -0.702
H 0.52233 -0.19728 5.60860 -0.077 0.008 0.045
H -0.65697 -5.47217 3.44123 -0.010 0.009 0.037
H 4.18210 1.07699 -0.76637 0.148 0.035 -0.058
H 1.98400 6.27340 1.10809 -0.056 0.080 0.116
O 5.11552 -0.74346 1.82895 -0.069 0.483 0.600
C -0.55634 -4.26855 6.99647 0.023 0.287 0.515
C -3.42364 1.91462 -0.94202 0.587 0.555 1.238
C 0.48333 3.24386 1.22961 0.878 -0.057 0.415
O -2.63907 -4.71130 -4.03942 -0.044 -0.069 -0.064
H 1.07764 -2.08516 -3.42379 0.813 -0.387 0.237
C -3.23973 -1.91205 -1.89475 -0.795 1.164 0.483
C 1.15191 5.58985 1.36196 0.206 -0.239 -0.019
N -0.52775 -4.34674 1.68927 -0.017 0.337 -0.431
H -3.09015 1.12320 -0.25375 -0.023 -0.303 -0.401
H -4.48603 -1.48041 -4.10896 -0.219 -0.251 -0.077
C 6.60758 5.43701 -1.30460 -0.602 -0.055 -0.343
H -3.74859 -2.82987 -5.09206 -0.350 -0.252 0.245
H 3.42386 4.78714 0.74047 0.147 -0.107 -0.187
H 5.69283 5.84938 -0.84996 0.101 0.047 0.015
C 0.66819 -3.07588 -3.62182 -0.558 0.510 -0.415
H 2.17309 5.53657 -3.84197 0.019 -0.062 -0.200
H -1.47814 2.77991 -1.00097 -0.154 -0.132 0.235
H -0.39302 3.63330 1.73536 -0.074 0.020 -0.072
H 1.25168 -3.39952 0.97386 -0.251 -0.025 -0.229
F 0.14250 -0.07304 -2.05208 -0.260 0.055 0.137
H 5.70882 0.17714 -0.53179 -0.028 0.045 -0.053
H 1.00798 2.51224 1.85543 -0.407 -0.154 0.079
C 4.43847 -1.59867 2.71704 -0.021 -0.085 0.024
C 6.02723 2.77621 -0.31920 0.068 0.521 -0.428
C 4.92657 0.75565 -0.02475 -0.075 -0.100 -0.189
H 3.36891 0.42935 1.40658 0.351 0.028 0.541
H 0.74789 4.53302 -1.76306 -0.171 -0.018 -0.054
F -0.29550 -1.80876 -0.66513 -0.182 -0.110 0.355
H -5.92542 1.65392 -0.23709 0.060 0.363 -0.311
H 1.40554 -4.35752 2.44875 0.008 -0.111 -0.286
O -2.21375 -4.84564 0.23339 -0.311 -0.063 -0.089
C 2.84533 4.90559 -3.26370 0.392 0.040 0.767
H -2.52292 -4.35931 -2.02743 0.008 -0.013 -0.054
H -8.79827 -1.16694 -0.31492 0.021 0.187 -0.060
C -1.09663 -4.41554 0.46597 0.370 -0.012 0.347
H -2.66349 -0.98503 -2.00644 0.455 -0.355 -0.034
O -7.85696 0.27386 -1.38623 -0.212 0.237 -0.027
O -2.51785 3.55034 -2.53400 -0.129 0.023 0.312
C -1.91453 -0.02080 2.95903 0.064 0.008 0.047
H -2.97472 -2.41338 -0.96826 0.345 -0.339 -0.255
N -3.19486 -2.73328 -3.07105 -0.047 -0.269 0.290
H 2.21616 1.61488 -2.82039 0.028 -0.037 0.042
H 3.09625 5.44115 -2.33465 -0.079 0.110 -0.155
O -1.46854 -0.63927 5.25693 -0.031 0.200 0.239
C -3.43578 -1.16842 1.64455 0.003 0.047 -0.195
O 0.12145 5.96593 1.88414 -0.110 0.152 -0.064
H -3.13086 -2.20238 1.84286 -0.113 -0.054 -0.196
H -4.47946 -1.10871 1.33349 -0.069 -0.232 0.220
H 3.72613 -0.93277 0.39314 -0.128 0.294 -0.250
H 5.16549 -1.99693 3.42340 0.032 0.002 -0.035
H 7.15930 6.24295 -1.78301 0.170 0.028 0.181
H 7.42022 3.44334 1.16147 0.207 0.002 -0.244
H -0.55794 -1.71530 7.31610 -0.110 -0.120 -0.147
C 0.84002 3.71290 -2.48232 -0.199 0.460 0.049
H -1.25103 -3.98491 7.80298 -0.081 -0.073 -0.175
O 2.46081 -4.76823 -1.03873 0.064 -0.205 -0.126
C 2.76509 3.93794 0.54218 -0.218 0.701 0.462
H -2.48661 1.03557 4.74763 -0.121 -0.191 -0.160
C -3.01806 3.21579 -3.81058 0.387 0.219 -0.127
C -6.64696 0.60284 -2.01181 0.760 -0.489 -0.192
H -0.79171 1.12261 4.37253 0.136 -0.224 -0.011
H 5.98070 4.40647 1.08774 -0.045 0.005 -0.249
H 2.76322 3.72049 -0.52355 0.063 -0.266 -0.005
H -2.84253 -0.77612 0.81008 0.110 -0.066 0.098
C -0.01453 -2.08298 6.42710 0.085 0.308 0.871
H -0.42237 -4.04404 -0.31430 0.001 -0.037 -0.088
H 0.75079 -3.29039 -4.68961 -0.067 0.060 -0.014
C 0.74055 -3.68800 1.88338 0.603 -0.347 1.144
H -2.83485 -1.42878 -4.67325 -0.072 -0.049 0.241
H -4.25441 -1.50773 -1.73128 -0.058 -0.401 -0.171
O 7.41458 4.81233 -0.34584 0.422 -0.062 -0.037
H -7.37880 -1.74722 -1.15739 0.191 0.181 -0.058
H -6.26517 -0.26971 -2.57109 -0.136 0.081 -0.041
C 2.17448 -3.97603 -1.92156 -0.106 -0.124 -0.023
O 5.50902 1.87686 0.61402 -0.025 -0.173 0.167
H -6.80141 1.39096 -2.74726 -0.260 0.167 0.207
O 3.98890 2.35621 -3.50959 0.070 -0.044 0.060
O -0.53710 -3.29934 5.98412 0.007 -0.277 -0.215
C -2.23306 2.42587 -1.70105 0.298 0.190 -0.996
H 0.49289 2.81290 -1.98089 0.403 -0.238 -0.133
C -0.12830 -1.04847 5.35899 0.234 0.115 -0.493
H 0.25545 2.72717 0.30345 -0.164 0.133 -0.078
C 0.57737 -5.46945 -2.98366 -0.451 -0.302 -0.087
H -2.28772 2.60057 -4.35581 -0.158 -0.164 0.056
H 0.16922 3.90632 -3.32444 -0.021 0.093 0.067
H -1.66327 0.78438 2.25938 0.050 -0.153 -0.120
F 1.01267 -0.81321 0.98082 -0.126 -0.008 0.135
H 1.03048 -2.18553 6.76607 0.006 -0.130 -0.306
C 2.84852 2.47178 -3.09433 0.125 0.051 -0.154
H -1.40522 -3.86258 3.53388 0.098 -0.052 0.008
H 0.17254 -5.82809 -2.03561 0.063 0.010 0.015
F -0.71480 0.34065 0.06828 -0.197 0.020 -0.208